C5H6O in the gas phase. Source: the Open Molecules 2025 dataset; level of theory: ωB97M-V/def2-TZVPD.

Computed properties:
Energy above the lowest of the compared OMol25 structures with the same formula, charge and spin in kcal per mole: 37.62
HOMO-LUMO gap in eV: 10.53
E_tot in Eh: -269.28629
SMILES string: CC#CCC=O
2S+1: 1

Last column: natural (NBO) charge in e.
Cartesian coordinates (Å):
C1 2.556 -0.266 0.189  -0.68
C2 1.135 0.085 0.162  0.03
C3 -0.033 0.382 0.146  -0.05
C4 -1.466 0.677 0.115  -0.58
C5 -2.284 -0.476 -0.452  0.46
O1 -3.443 -0.655 -0.176  -0.51
H1 2.862 -0.567 1.196  0.24
H2 3.176 0.584 -0.114  0.24
H3 2.762 -1.097 -0.492  0.24
H4 -1.663 1.550 -0.523  0.26
H5 -1.859 0.918 1.109  0.26
H6 -1.742 -1.135 -1.161  0.11

=====

C5H6O in the gas phase. Source: the Open Molecules 2025 dataset; level of theory: ωB97M-V/def2-TZVPD.

Computed properties:
Energy above the lowest of the compared OMol25 structures with the same formula, charge and spin in kcal per mole: 110.14
HOMO-LUMO gap in eV: 9.44
E_tot in Eh: -269.17072
2S+1: 1

Last column: natural (NBO) charge in e.
Cartesian coordinates (Å):
C1 2.719 -0.746 0.348  -0.22
C2 1.631 -0.591 -0.143  -0.02
C3 0.297 -0.381 -0.711  -0.50
C4 -0.711 -0.036 0.379  -0.06
C5 -2.649 1.302 -0.174  0.14
O1 -1.999 0.180 -0.243  -0.47
H1 3.689 -0.884 0.772  0.24
H2 -0.037 -1.279 -1.241  0.25
H3 0.328 0.435 -1.443  0.24
H4 -0.832 -0.867 1.080  0.20
H5 -0.429 0.872 0.926  0.19
H6 -2.007 1.995 0.450  0.03

=====

C5H6O in the gas phase. Source: the Open Molecules 2025 dataset; level of theory: ωB97M-V/def2-TZVPD.

Computed properties:
Energy above the lowest of the compared OMol25 structures with the same formula, charge and spin in kcal per mole: 88.43
HOMO-LUMO gap in eV: 9.39
E_tot in Eh: -269.20532
SMILES string: CC1(C=O)C=C1
2S+1: 1

Last column: natural (NBO) charge in e.
Cartesian coordinates (Å):
C1 0.941 -0.715 -0.871  -0.61
C2 -0.039 0.034 0.062  -0.25
C3 -1.383 0.256 -0.530  0.41
O1 -2.141 1.139 -0.176  -0.56
C4 0.054 1.179 1.254  -0.11
C5 0.308 -0.046 1.502  -0.14
H1 0.400 -1.135 -1.735  0.22
H2 1.356 -1.588 -0.342  0.20
H3 1.783 -0.142 -1.262  0.22
H4 -1.607 -0.329 -1.445  0.11
H5 -0.555 2.056 1.398  0.28
H6 0.845 -0.752 2.103  0.23

=====

C5H6O in the gas phase. Source: the Open Molecules 2025 dataset; level of theory: ωB97M-V/def2-TZVPD.

Computed properties:
Energy above the lowest of the compared OMol25 structures with the same formula, charge and spin in kcal per mole: 35.98
HOMO-LUMO gap in eV: 10.56
E_tot in Eh: -269.28890
SMILES string: C#CCC(C)=O
2S+1: 1

Last column: natural (NBO) charge in e.
Cartesian coordinates (Å):
C1 1.057 1.139 -0.272  -0.73
C2 -0.444 1.019 -0.122  0.62
O1 -1.135 1.941 0.242  -0.52
C3 -1.060 -0.348 -0.440  -0.59
C4 -0.430 -1.386 0.377  0.00
C5 0.133 -2.172 1.095  -0.24
H1 1.303 2.140 -0.634  0.24
H2 1.470 0.377 -0.938  0.22
H3 1.522 1.008 0.712  0.25
H4 -0.904 -0.562 -1.506  0.25
H5 -2.136 -0.289 -0.256  0.26
H6 0.624 -2.867 1.740  0.24

=====

C5H6O in the gas phase in a non-equilibrium geometry. Source: the Open Molecules 2025 dataset; level of theory: ωB97M-V/def2-TZVPD.

Computed properties:
Energy above the lowest of the compared OMol25 structures with the same formula, charge and spin in kcal per mole: 17.16
HOMO-LUMO gap in eV: 9.63
E_tot in Eh: -269.31889
SMILES string: Cc1ccoc1
2S+1: 1

Last column: natural (NBO) charge in e.
Cartesian coordinates (Å):
C1 -1.000 0.829 1.769  -0.63
C2 -0.349 0.227 0.549  -0.13
C3 0.486 -0.953 0.439  -0.30
C4 0.949 -1.041 -0.833  0.06
C5 -0.316 0.719 -0.729  0.10
H1 -0.265 1.659 2.177  0.22
H2 -2.060 1.210 1.483  0.23
H3 -1.092 0.095 2.548  0.22
H4 0.681 -1.600 1.254  0.22
H5 1.444 -1.758 -1.422  0.20
H6 -0.800 1.615 -1.136  0.19
O1 0.434 0.011 -1.510  -0.39

=====

C5H6O in the gas phase. Source: the Open Molecules 2025 dataset; level of theory: ωB97M-V/def2-TZVPD.

Computed properties:
Energy above the lowest of the compared OMol25 structures with the same formula, charge and spin in kcal per mole: 95.49
HOMO-LUMO gap in eV: 8.58
E_tot in Eh: -269.19406
2S+1: 1

Last column: natural (NBO) charge in e.
Cartesian coordinates (Å):
C1 -0.425 1.637 0.564  -0.60
C2 -0.029 0.225 0.206  -0.40
C3 -0.933 -0.777 -0.242  0.24
O1 -0.271 -1.778 -0.734  -0.35
C4 1.382 -0.216 -0.189  -0.29
C5 1.094 -1.464 -0.674  -0.06
H1 0.422 2.125 1.052  0.24
H2 -0.665 2.211 -0.336  0.22
H3 -1.291 1.669 1.234  0.21
H4 0.483 -0.306 1.097  0.38
H5 -2.013 -0.865 -0.231  0.20
H6 1.699 -2.261 -1.078  0.21

=====

C5H6O in the gas phase. Source: the Open Molecules 2025 dataset; level of theory: ωB97M-V/def2-TZVPD.

Computed properties:
Energy above the lowest of the compared OMol25 structures with the same formula, charge and spin in kcal per mole: 42.65
HOMO-LUMO gap in eV: 10.60
E_tot in Eh: -269.27827
SMILES string: CCC#CC=O
2S+1: 1

Last column: natural (NBO) charge in e.
Cartesian coordinates (Å):
C1 0.670 -0.915 1.476  -0.59
C2 -0.556 -0.026 1.231  -0.49
C3 -0.465 0.572 -0.100  0.12
C4 -0.305 0.874 -1.258  -0.18
C5 -0.102 0.937 -2.691  0.37
O1 0.523 0.081 -3.276  -0.49
H1 0.769 -1.646 0.668  0.22
H2 1.584 -0.313 1.495  0.21
H3 0.582 -1.449 2.426  0.21
H4 -0.662 0.735 2.011  0.23
H5 -1.471 -0.631 1.250  0.24
H6 -0.565 1.781 -3.231  0.13

=====

C5H6O in the gas phase. Source: the Open Molecules 2025 dataset; level of theory: ωB97M-V/def2-TZVPD.

Computed properties:
Energy above the lowest of the compared OMol25 structures with the same formula, charge and spin in kcal per mole: 41.55
HOMO-LUMO gap in eV: 10.50
E_tot in Eh: -269.28002
SMILES string: C=C=CCC=O
2S+1: 1

Last column: natural (NBO) charge in e.
Cartesian coordinates (Å):
O1 0.890 2.293 -1.212  -0.52
C1 1.092 1.949 -0.072  0.45
C2 0.765 0.582 0.472  -0.53
C3 0.178 -0.332 -0.565  -0.29
C4 -0.684 -1.256 -0.249  0.11
C5 -1.710 -2.000 0.054  -0.50
H1 1.559 2.643 0.657  0.11
H2 0.090 0.695 1.332  0.24
H3 1.694 0.159 0.883  0.24
H4 -2.671 -1.537 -0.139  0.22
H5 0.466 -0.184 -1.603  0.25
H6 -1.669 -3.013 0.442  0.22

=====

C5H6O2 in the gas phase. Source: the Open Molecules 2025 dataset; level of theory: ωB97M-V/def2-TZVPD.

Computed properties:
Energy above the lowest of the compared OMol25 structures with the same formula, charge and spin in kcal per mole: 140.69
HOMO-LUMO gap in eV: 8.61
E_tot in Eh: -344.37770
2S+1: 1

Last column: natural (NBO) charge in e.
Cartesian coordinates (Å):
O1 2.205 1.732 -1.205  -0.50
C1 1.700 1.044 -0.350  0.40
C2 0.983 -0.201 -0.754  -0.05
O2 0.620 -1.214 0.157  -0.48
C3 -1.302 -1.010 1.540  0.07
C4 -1.185 0.249 0.718  -0.61
C5 -0.433 -0.383 -0.426  0.07
H1 1.697 1.336 0.718  0.13
H2 1.319 -0.602 -1.707  0.21
H3 -1.737 -1.744 0.818  0.08
H4 -2.173 0.629 0.423  0.25
H5 -0.639 1.043 1.238  0.21
H6 -1.054 -0.880 -1.171  0.21

=====

C5H6O2 in the gas phase in a non-equilibrium geometry. Source: the Open Molecules 2025 dataset; level of theory: ωB97M-V/def2-TZVPD.

Computed properties:
Energy above the lowest of the compared OMol25 structures with the same formula, charge and spin in kcal per mole: 34.22
HOMO-LUMO gap in eV: 9.94
E_tot in Eh: -344.54737
SMILES string: O=C1CC=COC1
2S+1: 1

Last column: natural (NBO) charge in e.
Cartesian coordinates (Å):
C1 1.044 0.028 -0.229  0.58
C2 -0.052 0.199 -1.288  -0.17
C3 -1.676 0.037 0.354  0.14
C4 -0.858 -0.003 1.419  -0.30
C5 0.625 0.018 1.297  -0.54
H1 0.084 1.311 -1.638  0.20
H2 0.251 -0.429 -2.092  0.22
H3 -2.706 0.117 0.542  0.19
H4 -1.349 0.199 2.360  0.22
H5 1.055 0.802 1.790  0.24
H6 1.114 -0.903 1.668  0.24
O1 2.211 -0.182 -0.577  -0.54
O2 -1.329 -0.165 -0.917  -0.48

=====

C5H6O2 in the gas phase. Source: the Open Molecules 2025 dataset; level of theory: ωB97M-V/def2-TZVPD.

Computed properties:
Energy above the lowest of the compared OMol25 structures with the same formula, charge and spin in kcal per mole: 31.53
HOMO-LUMO gap in eV: 9.90
E_tot in Eh: -344.55166
SMILES string: C=C1COCC1=O
2S+1: 1

Last column: natural (NBO) charge in e.
Cartesian coordinates (Å):
O1 -2.289 0.311 0.237  -0.50
C1 -1.094 0.386 0.084  0.54
C2 -0.297 1.654 -0.233  -0.18
O2 1.010 1.246 -0.597  -0.52
C3 1.056 -0.175 -0.684  -0.09
C4 -0.070 -1.769 0.946  -0.30
C5 -0.051 -0.683 0.183  -0.15
H1 -0.246 2.269 0.677  0.21
H2 -0.767 2.248 -1.025  0.21
H3 2.061 -0.519 -0.430  0.20
H4 -0.968 -2.106 1.454  0.22
H5 0.835 -2.352 1.096  0.20
H6 0.821 -0.510 -1.708  0.18

=====

A molecular structure, C5H6O2. Source: the Open Molecules 2025 dataset; level of theory: ωB97M-V/def2-TZVPD.

Computed properties:
Energy above the lowest of the compared OMol25 structures with the same formula, charge and spin in kcal per mole: 110.57
HOMO-LUMO gap in eV: 9.32
E_tot in Eh: -344.42570
2S+1: 1

Last column: natural (NBO) charge in e.
Cartesian coordinates (Å):
O1 -0.605 0.565 -2.384  -0.70
C1 -0.852 -0.565 -1.582  -0.11
C2 -0.478 -0.359 -0.163  -0.07
C3 -0.307 -0.653 1.042  0.09
C4 0.321 -0.175 2.179  -0.51
C5 0.772 0.747 0.575  0.39
O2 1.908 0.632 0.162  -0.65
H1 0.351 0.712 -2.398  0.48
H2 -0.325 -1.456 -1.954  0.20
H3 -1.925 -0.768 -1.647  0.21
H4 1.251 -0.637 2.499  0.25
H5 -0.279 0.314 2.944  0.23
H6 0.166 1.643 0.728  0.18

=====

C5H6O2 in the gas phase. Source: the Open Molecules 2025 dataset; level of theory: ωB97M-V/def2-TZVPD.

Computed properties:
Energy above the lowest of the compared OMol25 structures with the same formula, charge and spin in kcal per mole: 104.80
HOMO-LUMO gap (alpha / beta) in eV: 7.39 / 7.39
E_tot in Eh: -344.43489
2S+1: 1

Last column: natural (NBO) charge in e.
Cartesian coordinates (Å):
C1 1.446 1.436 0.004  -0.63
C2 0.414 0.361 -0.042  -0.03
O1 -0.837 0.767 0.552  -0.38
C3 -1.646 -0.091 1.016  0.65
O2 -1.474 -1.362 1.080  -0.63
C4 0.329 -0.720 -0.850  -0.11
C5 0.096 -1.864 -1.321  -0.45
H1 2.383 1.007 -0.367  0.24
H2 1.631 1.808 1.021  0.21
H3 1.198 2.295 -0.640  0.20
H4 -0.780 -1.709 0.418  0.54
H5 -2.567 0.308 1.426  0.17
H6 -0.195 -2.235 -2.297  0.22

=====

C5H6O2 in the gas phase. Source: the Open Molecules 2025 dataset; level of theory: ωB97M-V/def2-TZVPD.

Computed properties:
Energy above the lowest of the compared OMol25 structures with the same formula, charge and spin in kcal per mole: 55.62
HOMO-LUMO gap in eV: 10.67
E_tot in Eh: -344.51327
SMILES string: O=CCC#CCO
2S+1: 1

Last column: natural (NBO) charge in e.
Cartesian coordinates (Å):
O1 -1.208 -2.627 0.336  -0.69
C1 -0.850 -1.749 1.383  -0.13
C2 -0.185 -0.560 0.847  -0.03
C3 0.390 0.317 0.256  -0.01
C4 0.981 1.491 -0.373  -0.59
C5 0.293 1.857 -1.682  0.46
O2 0.893 2.240 -2.653  -0.50
H1 -0.427 -2.707 -0.228  0.47
H2 -0.192 -2.236 2.119  0.19
H3 -1.774 -1.471 1.900  0.21
H4 2.052 1.385 -0.566  0.25
H5 0.838 2.310 0.345  0.26
H6 -0.811 1.750 -1.684  0.12

=====

A molecular structure, C5H6O2 in a non-equilibrium geometry. Source: the Open Molecules 2025 dataset; level of theory: ωB97M-V/def2-TZVPD.

Computed properties:
Energy above the lowest of the compared OMol25 structures with the same formula, charge and spin in kcal per mole: 69.19
HOMO-LUMO gap in eV: 9.85
E_tot in Eh: -344.49165
2S+1: 1

Last column: natural (NBO) charge in e.
Cartesian coordinates (Å):
C1 -1.847 0.714 -0.198  -0.63
C2 -0.412 0.498 0.160  0.00
O1 -0.172 -0.843 0.585  -0.52
C3 0.619 0.288 -0.970  0.55
O2 0.904 0.843 -1.986  -0.48
C4 1.041 -0.897 -0.157  0.15
C5 2.028 -1.320 0.615  -0.44
H1 -2.469 0.718 0.702  0.23
H2 -2.170 -0.104 -0.847  0.22
H3 -1.946 1.665 -0.721  0.23
H4 -0.019 1.213 0.903  0.19
H5 1.351 -1.365 1.509  0.26
H6 3.094 -1.409 0.406  0.24

=====

A molecular structure, C5H6O2. Source: the Open Molecules 2025 dataset; level of theory: ωB97M-V/def2-TZVPD.

Computed properties:
Energy above the lowest of the compared OMol25 structures with the same formula, charge and spin in kcal per mole: 121.16
HOMO-LUMO gap in eV: 9.73
E_tot in Eh: -344.40882
2S+1: 1

Last column: natural (NBO) charge in e.
Cartesian coordinates (Å):
O1 2.517 -1.198 0.919  -0.94
C1 -0.574 -0.300 0.713  -0.22
C2 0.208 0.983 0.241  0.03
O2 0.764 0.418 -0.940  -0.50
C3 -0.255 -0.561 -0.807  0.02
C4 -1.562 0.087 -0.700  -0.15
C5 -1.228 1.204 0.052  -0.15
H1 2.377 -1.036 -0.028  0.47
H2 1.614 -1.262 1.258  0.47
H3 0.850 1.616 0.844  0.24
H4 -0.093 -1.524 -1.280  0.23
H5 -2.545 -0.337 -0.862  0.25
H6 -1.897 1.848 0.609  0.25

=====

A molecular structure, C5H6O2. Source: the Open Molecules 2025 dataset; level of theory: ωB97M-V/def2-TZVPD.

Computed properties:
Energy above the lowest of the compared OMol25 structures with the same formula, charge and spin in kcal per mole: 106.79
HOMO-LUMO gap in eV: 10.65
E_tot in Eh: -344.43172
2S+1: 1

Last column: natural (NBO) charge in e.
Cartesian coordinates (Å):
O1 -1.756 0.390 0.424  -0.59
C1 -1.043 -0.838 0.107  -0.06
C2 0.088 -0.135 -0.655  -0.39
C3 -0.469 1.231 -0.144  0.45
O2 -0.100 1.674 1.029  -0.76
C4 1.457 -0.452 -0.277  -0.02
C5 2.588 -0.731 0.025  -0.20
H1 -1.101 0.938 1.315  0.52
H2 -0.733 -1.365 1.013  0.20
H3 -1.683 -1.476 -0.499  0.20
H4 -0.045 -0.227 -1.737  0.24
H5 -0.793 1.952 -0.908  0.16
H6 3.591 -0.962 0.308  0.24

=====

C5H6O2 in the gas phase. Source: the Open Molecules 2025 dataset; level of theory: ωB97M-V/def2-TZVPD.

Computed properties:
Energy above the lowest of the compared OMol25 structures with the same formula, charge and spin in kcal per mole: 85.21
HOMO-LUMO gap in eV: 10.33
E_tot in Eh: -344.46613
SMILES string: C#CO/C=C\CO
2S+1: 1

Last column: natural (NBO) charge in e.
Cartesian coordinates (Å):
O1 -1.581 -0.491 0.899  -0.71
C1 -1.063 -0.749 -0.390  -0.11
C2 -0.617 0.503 -1.119  -0.28
C3 0.246 1.428 -0.721  0.13
O2 1.012 1.426 0.447  -0.48
C4 1.447 0.284 0.906  0.30
C5 1.876 -0.742 1.367  -0.38
H1 -0.833 -0.403 1.504  0.48
H2 -0.247 -1.481 -0.347  0.19
H3 -1.878 -1.203 -0.960  0.19
H4 -1.096 0.723 -2.069  0.22
H5 0.432 2.350 -1.259  0.20
H6 2.303 -1.645 1.741  0.25

=====

C5H6O2 in the gas phase in a non-equilibrium geometry. Source: the Open Molecules 2025 dataset; level of theory: ωB97M-V/def2-TZVPD.

Computed properties:
Energy above the lowest of the compared OMol25 structures with the same formula, charge and spin in kcal per mole: 36.88
HOMO-LUMO gap in eV: 10.40
E_tot in Eh: -344.54315
SMILES string: O=C1CO[C@H]2C[C@@H]12
2S+1: 1

Last column: natural (NBO) charge in e.
Cartesian coordinates (Å):
O1 0.193 -1.216 2.108  -0.52
C1 0.130 -0.800 0.978  0.58
C2 -0.852 -1.291 -0.094  -0.19
O2 -0.498 -0.652 -1.309  -0.50
C3 0.384 0.417 -1.024  0.09
C4 0.032 1.448 -0.012  -0.43
C5 0.943 0.292 0.358  -0.37
H1 -1.888 -1.053 0.181  0.20
H2 -0.782 -2.381 -0.190  0.22
H3 0.801 0.888 -1.889  0.22
H4 -0.986 1.511 0.343  0.22
H5 0.555 2.399 -0.133  0.23
H6 1.966 0.439 0.682  0.25

=====

A molecular structure, C5H6O2 in a non-equilibrium geometry. Source: the Open Molecules 2025 dataset; level of theory: ωB97M-V/def2-TZVPD.

Computed properties:
Energy above the lowest of the compared OMol25 structures with the same formula, charge and spin in kcal per mole: 80.85
HOMO-LUMO gap in eV: 10.30
E_tot in Eh: -344.47308
2S+1: 1

Last column: natural (NBO) charge in e.
Cartesian coordinates (Å):
O1 -1.850 0.460 -0.480  -0.52
C1 -0.559 0.056 -0.157  0.12
C2 -0.229 0.742 1.189  -0.09
O2 -0.231 2.036 0.522  -0.49
C3 -0.584 1.424 -0.651  0.33
C4 1.218 -1.620 -0.207  -0.37
C5 0.067 -1.163 -0.688  -0.21
H1 0.743 0.532 1.636  0.19
H2 -1.046 0.730 1.911  0.21
H3 -0.528 2.064 -1.534  0.21
H4 1.704 -1.161 0.651  0.19
H5 1.718 -2.471 -0.652  0.21
H6 -0.423 -1.630 -1.539  0.22